A cluster of 13 separate species, C37H87BF11N24O16S2Si in total. Source: the Open Molecules 2025 dataset; level of theory: ωB97M-V/def2-TZVPD.

## Properties
**Total charge**: -1
**DFT total energy**: -168413.9063 eV
**ΔE to the lowest compared entry with this formula, charge and spin**: 2044.8 kJ/mol
**Highest occupied orbital energy**: -4.61 eV
**Kohn-Sham gap**: 3.458 eV
**E_LUMO**: -1.15 eV

Last column: Löwdin charge in e.
Positions of all 179 atoms, in Å:
C  -3.412  0.654  -3.877  -0.151
C  -3.098  -0.907  -3.486  -0.237
C  -1.538  -1.215  -3.083  -0.168
C  -0.468  -0.974  -4.346  -0.228
C  -0.739  -2.210  -5.389  -0.105
C  1.083  -0.782  -3.865  -0.266
C  2.202  -1.947  -4.100  -0.103
C  2.686  -2.755  -2.761  -0.178
C  1.494  -3.307  -1.789  -0.149
C  1.913  -3.113  -0.202  -0.087
C  3.234  -3.987  0.257  -0.186
F  3.097  -5.293  -0.499  -0.025
F  4.531  -3.420  -0.275  0.002
C  3.284  -4.409  1.828  -0.215
F  2.192  -5.385  2.171  -0.006
F  4.565  -5.182  2.024  0.002
S  3.235  -3.056  3.090  1.090
F  1.562  -2.741  2.916  -0.170
F  2.923  -4.265  4.306  -0.232
F  4.932  -3.329  3.420  -0.222
F  3.724  -1.815  2.027  -0.156
F  3.264  -1.903  4.360  -0.178
O  1.350  -0.154  -2.528  -0.060
B  2.475  0.841  -2.618  -0.711
C  2.749  1.853  -1.357  -0.190
F  3.046  1.069  -0.102  -0.081
F  4.044  2.567  -1.667  -0.088
C  1.614  3.012  -1.123  -0.114
C  0.847  2.910  0.354  -0.241
Si  -0.643  1.692  0.342  0.529
C  0.058  -0.079  0.627  -0.201
C  -1.575  1.946  -1.324  -0.214
C  -1.944  2.003  1.753  -0.198
C  -3.481  2.462  1.329  -0.063
C  -4.663  2.699  2.477  -0.070
C  -4.236  2.440  4.043  -0.087
C  -2.705  2.013  4.454  -0.085
C  -1.512  1.773  3.333  -0.045
O  2.616  1.306  -4.010  -0.043
C  1.566  0.544  -4.766  -0.218
C  1.928  0.255  -6.374  -0.191
S  1.619  1.729  -7.486  0.799
O  0.255  1.511  -8.196  -0.449
O  1.708  3.080  -6.706  -0.457
H  -4.070  1.216  -3.058  0.063
H  -2.427  1.294  -3.979  0.065
H  -3.997  0.760  -4.909  0.075
H  -3.460  -1.591  -4.363  0.098
H  -3.746  -1.165  -2.520  0.092
H  -1.164  -0.701  -2.100  0.086
H  -1.479  -2.390  -2.875  0.102
H  -0.890  0.002  -4.891  0.134
H  0.144  -2.423  -6.130  0.058
H  -1.053  -3.227  -4.849  0.095
H  -1.702  -1.901  -6.023  0.091
H  1.943  -2.749  -4.912  0.106
H  3.179  -1.391  -4.507  0.134
H  3.313  -3.688  -3.131  0.120
H  3.417  -2.057  -2.171  0.105
H  0.480  -2.741  -1.931  0.098
H  1.272  -4.443  -2.078  0.126
H  2.052  -1.984  0.096  0.121
H  0.998  -3.528  0.436  0.140
H  3.408  0.093  -2.528  0.096
H  2.191  4.056  -1.090  0.080
H  0.874  3.083  -2.026  0.117
H  1.615  2.732  1.228  0.060
H  0.393  4.000  0.528  0.098
H  0.098  -0.763  -0.322  0.022
H  1.090  0.015  1.172  0.042
H  -0.675  -0.625  1.395  0.051
H  -1.646  3.113  -1.553  0.072
H  -0.920  1.504  -2.213  0.046
H  -2.687  1.557  -1.335  0.033
H  -3.825  2.620  0.198  0.047
H  -5.783  2.998  2.208  0.080
H  -5.072  2.571  4.863  0.068
H  -2.419  1.823  5.574  0.066
H  -0.427  1.437  3.616  0.088
H  0.763  1.416  -4.905  0.149
H  1.273  -0.658  -6.741  0.107
H  3.053  -0.101  -6.459  0.122
H  2.636  1.718  -8.491  0.084
C  3.240  6.638  -0.954  -0.698
O  2.290  5.882  -0.825  0.023
N  4.252  6.396  -1.807  0.165
N  3.360  7.781  -0.255  0.145
H  5.042  7.006  -1.928  0.094
H  4.201  5.546  -2.353  0.115
H  2.620  8.001  0.398  0.109
H  4.134  8.416  -0.348  0.090
C  4.734  5.325  -8.923  -0.730
O  5.787  5.586  -9.483  0.012
N  3.548  5.798  -9.346  0.149
N  4.666  4.540  -7.833  0.162
H  2.671  5.594  -8.899  0.092
H  3.555  6.393  -10.164  0.109
H  5.537  4.162  -7.482  0.115
H  3.809  4.313  -7.358  0.066
C  2.492  -6.973  7.427  -0.724
O  1.852  -7.252  8.428  0.018
N  3.396  -7.809  6.885  0.149
N  2.353  -5.803  6.777  0.155
H  3.933  -7.597  6.061  0.097
H  3.532  -8.701  7.344  0.111
H  1.683  -5.145  7.153  0.114
H  2.871  -5.555  5.952  0.063
C  2.907  4.468  3.164  -0.715
O  1.958  3.712  3.294  0.014
N  3.919  4.226  2.311  0.172
N  3.027  5.611  3.863  0.142
H  4.710  4.837  2.191  0.096
H  3.868  3.376  1.766  0.108
H  2.287  5.831  4.517  0.107
H  3.802  6.247  3.771  0.089
C  -4.749  4.570  -2.039  -0.708
O  -4.885  3.401  -1.714  0.000
N  -4.070  5.458  -1.292  0.169
N  -5.266  5.074  -3.174  0.151
H  -3.947  6.425  -1.543  0.099
H  -3.664  5.120  -0.429  0.104
H  -5.785  4.438  -3.766  0.109
H  -5.165  6.033  -3.459  0.095
C  -0.039  6.564  -4.761  -0.722
O  -0.680  6.285  -3.760  0.019
N  0.864  5.728  -5.304  0.164
N  -0.179  7.734  -5.411  0.137
H  1.401  5.940  -6.127  0.085
H  1.000  4.836  -4.845  0.104
H  -0.849  8.392  -5.036  0.104
H  0.339  7.982  -6.237  0.090
C  -1.517  -7.402  3.813  -0.684
O  -2.467  -8.158  3.943  0.017
N  -0.505  -7.644  2.960  0.170
N  -1.397  -6.258  4.512  0.164
H  0.285  -7.033  2.840  0.084
H  -0.556  -8.494  2.415  0.120
H  -2.137  -6.038  5.166  0.111
H  -0.622  -5.623  4.420  0.097
C  7.991  -1.995  6.008  -0.724
O  8.970  -2.361  6.638  0.013
N  7.707  -0.697  5.795  0.149
N  7.108  -2.856  5.470  0.156
H  6.905  -0.376  5.279  0.099
H  8.346  -0.016  6.183  0.110
H  7.285  -3.842  5.607  0.113
H  6.296  -2.573  4.948  0.066
C  -5.142  -3.607  -1.045  -0.717
O  -4.089  -3.346  -1.605  0.031
N  -6.328  -3.134  -1.468  0.161
N  -5.210  -4.392  0.046  0.136
H  -7.205  -3.338  -1.020  0.097
H  -6.321  -2.539  -2.286  0.115
H  -4.339  -4.770  0.397  0.118
H  -6.067  -4.619  0.521  0.100
C  -5.340  -10.181  3.252  -0.726
O  -4.462  -10.926  2.845  0.019
N  -5.082  -9.090  3.995  0.151
N  -6.644  -10.385  2.993  0.135
H  -5.792  -8.465  4.339  0.093
H  -4.113  -8.899  4.213  0.049
H  -6.882  -11.196  2.436  0.106
H  -7.382  -9.784  3.319  0.090
C  -4.203  -1.826  3.343  -0.713
O  -3.812  -0.794  3.866  0.026
N  -4.676  -1.870  2.084  0.171
N  -4.197  -3.011  3.979  0.142
H  -5.003  -2.709  1.637  0.052
H  -4.698  -0.999  1.570  0.114
H  -3.849  -3.022  4.929  0.104
H  -4.515  -3.871  3.565  0.085
C  -4.745  5.569  6.222  -0.715
O  -5.551  4.760  5.789  0.008
N  -3.820  5.251  7.145  0.153
N  -4.711  6.851  5.816  0.146
H  -3.148  5.903  7.514  0.094
H  -3.811  4.296  7.478  0.111
H  -5.391  7.132  5.121  0.111
H  -4.056  7.532  6.160  0.094